# 1
{
  "formula": "C26H30GaN4O4",
  "method": "ωB97M-V with the def2-TZVPD basis set",
  "orbital_gap_ha": 0.234,
  "total_charge": 1,
  "lumo_energy_ev": -2.98,
  "homo_ev": -9.335,
  "species": ["Ga", "O", "O", "O", "O", "N", "N", "N", "N", "C", "C", "C", "C", "C", "C", "C", "C", "C", "C", "C", "C", "C", "C", "C", "C", "C", "C", "C", "C", "C", "C", "C", "C", "C", "C", "H", "H", "H", "H", "H", "H", "H", "H", "H", "H", "H", "H", "H", "H", "H", "H", "H", "H", "H", "H", "H", "H", "H", "H", "H", "H", "H", "H", "H", "H"],
  "xyz": [[-0.042, 0.436, -1.615], [1.203, -1.550, -1.700], [2.228, 0.812, -1.019], [-0.530, -0.877, -3.660], [1.614, 0.685, -3.621], [-0.146, 1.536, 5.501], [-0.049, -0.689, 5.420], [-1.803, 0.609, -1.447], [0.096, 0.353, 0.487], [1.457, -0.082, -4.808], [-0.019, -0.776, 1.199], [2.968, 1.609, -1.952], [2.864, -0.342, -0.481], [0.011, 0.428, 3.260], [-4.738, -0.497, -3.356], [-0.209, 1.111, 6.812], [0.890, -2.562, -2.665], [-0.191, -1.051, 7.908], [2.563, -1.591, -1.284], [-0.053, -0.783, 2.574], [-0.004, -0.458, -4.907], [-0.359, 1.025, 9.160], [-0.297, -0.382, 9.106], [-0.143, -0.285, 6.740], [-2.693, 0.505, -2.508], [-3.713, -0.455, -2.420], [-0.448, -2.233, -3.279], [-3.707, 1.285, -4.574], [-4.741, 0.367, -4.442], [-2.706, 1.361, -3.619], [0.124, 1.596, 2.514], [2.960, 1.013, -3.335], [-0.055, 0.411, 4.724], [0.164, 1.517, 1.138], [-0.321, 1.797, 8.020], [-1.903, 2.086, -3.711], [-3.688, 1.956, -5.424], [2.745, -2.467, -0.655], [-0.586, 0.422, -5.179], [-3.708, -1.128, -1.571], [0.840, -3.541, -2.181], [-0.440, 1.510, 10.124], [1.741, 0.508, -5.684], [2.478, -0.451, 0.528], [3.990, 1.754, -1.597], [-0.340, -0.943, 10.030], [2.108, -0.960, -4.768], [-0.197, 2.489, 5.188], [-0.151, -2.131, 7.859], [2.462, 2.573, -1.972], [-1.237, -2.365, -2.537], [1.682, -2.594, -3.416], [-0.645, -2.897, -4.124], [3.589, 0.118, -3.393], [0.241, 2.410, 0.531], [3.202, -1.671, -2.168], [0.185, 2.569, 2.982], [-0.151, -1.227, -5.670], [3.943, -0.191, -0.421], [-5.537, 0.327, -5.174], [3.348, 1.744, -4.051], [-5.531, -1.226, -3.243], [-0.140, -1.705, 3.131], [-0.381, 2.877, 8.065], [-0.097, -1.694, 0.632]],
  "nbo_charge": [1.58, -0.57, -0.55, -0.53, -0.54, -0.54, -0.42, -1.07, -0.57, -0.09, 0.04, -0.08, -0.09, 0.00, -0.19, 0.18, -0.09, -0.18, -0.09, -0.16, -0.09, -0.19, -0.22, 0.05, 0.12, -0.26, -0.09, -0.21, -0.26, -0.23, -0.23, -0.09, 0.32, 0.08, -0.26, 0.20, 0.21, 0.21, 0.23, 0.21, 0.20, 0.22, 0.20, 0.22, 0.21, 0.22, 0.17, 0.42, 0.23, 0.21, 0.23, 0.18, 0.21, 0.17, 0.22, 0.18, 0.22, 0.20, 0.21, 0.22, 0.21, 0.21, 0.26, 0.22, 0.22]
}


# 2
{
  "formula": "C26H30IN4O5Pt",
  "method": "ωB97M-V with the def2-TZVPD basis set",
  "orbital_gap_ha": 0.230,
  "total_charge": 3,
  "lumo_energy_ev": -10.54,
  "homo_ev": -16.790,
  "species": ["Pt", "I", "O", "O", "O", "O", "O", "N", "N", "N", "N", "C", "C", "C", "C", "C", "C", "C", "C", "C", "C", "C", "C", "C", "C", "C", "C", "C", "C", "C", "C", "C", "C", "C", "C", "C", "C", "H", "H", "H", "H", "H", "H", "H", "H", "H", "H", "H", "H", "H", "H", "H", "H", "H", "H", "H", "H", "H", "H", "H", "H", "H", "H", "H", "H", "H", "H"],
  "xyz": [[-0.590, -0.967, -0.870], [-0.309, 0.089, -3.289], [1.372, -0.734, -0.587], [-3.515, -3.648, -1.454], [-2.453, -1.689, -1.216], [-4.925, 1.501, 1.145], [-0.640, -1.582, 0.994], [-0.084, -2.964, -1.265], [-1.307, -3.666, -1.278], [-1.409, 0.794, -0.322], [-3.158, -2.242, 3.423], [5.614, -0.071, -0.636], [-0.785, 3.052, -3.250], [-2.119, -2.414, 2.621], [-4.550, 1.113, 2.463], [-1.495, 3.240, -0.561], [5.129, 2.026, 0.478], [-2.456, -2.954, -1.322], [-1.783, -1.421, 1.688], [-1.249, 1.985, -1.113], [-1.424, 4.377, -1.350], [-4.830, -2.978, -1.461], [-2.300, 0.776, 0.624], [6.065, 1.103, -0.012], [-3.669, -0.113, 2.450], [-1.083, 4.288, -2.692], [-0.864, 1.930, -2.448], [7.520, 1.376, 0.133], [3.781, 1.803, 0.389], [-3.895, -1.136, 3.357], [-2.573, -0.267, 1.576], [2.833, 2.834, 0.939], [4.280, -0.361, -0.756], [3.879, -1.633, -1.444], [3.326, 0.576, -0.223], [1.959, 0.361, -0.217], [-1.314, -3.671, 2.751], [7.784, 1.380, 1.195], [-0.250, -3.460, 2.851], [6.346, -0.759, -1.040], [-0.491, 2.982, -4.289], [8.133, 0.638, -0.375], [-5.879, 1.436, 1.038], [-4.720, -1.070, 4.057], [-4.001, 1.941, 2.923], [7.760, 2.370, -0.249], [5.488, 2.936, 0.941], [-1.653, -4.220, 3.625], [-1.452, -4.312, 1.875], [3.559, -2.378, -0.710], [0.431, -3.117, -2.132], [-1.308, -4.666, -1.442], [-4.880, -2.318, -2.321], [3.393, 3.680, 1.327], [-2.944, 1.647, 0.681], [2.160, 3.217, 0.168], [4.726, -2.045, -1.988], [-1.024, 5.177, -3.304], [-1.728, 3.340, 0.490], [1.314, 1.151, 0.163], [-5.538, -3.793, -1.544], [0.493, -3.266, -0.474], [-4.949, -2.438, -0.526], [-5.418, 0.926, 3.092], [3.064, -1.468, -2.149], [2.233, 2.439, 1.761], [-1.628, 5.342, -0.907]],
  "nbo_charge": [1.45, 0.49, -0.63, -0.42, -0.63, -0.74, -0.65, -0.58, -0.45, -0.48, -0.31, -0.28, -0.21, 0.19, -0.11, -0.22, -0.25, 0.93, 0.29, 0.13, -0.15, -0.26, 0.24, 0.21, 0.03, -0.15, -0.20, -0.67, 0.13, 0.03, -0.21, -0.67, 0.22, -0.66, -0.19, 0.36, -0.65, 0.27, 0.24, 0.24, 0.26, 0.24, 0.51, 0.23, 0.20, 0.26, 0.24, 0.28, 0.21, 0.23, 0.43, 0.46, 0.22, 0.26, 0.27, 0.22, 0.25, 0.27, 0.24, 0.18, 0.25, 0.45, 0.21, 0.22, 0.21, 0.23, 0.26]
}


# 3
{
  "formula": "C26H30N4O5",
  "method": "ωB97M-V with the def2-TZVPD basis set",
  "orbital_gap_ha": 0.324,
  "total_charge": 0,
  "lumo_energy_ev": 0.33,
  "homo_ev": -8.488,
  "species": ["O", "O", "O", "O", "O", "N", "N", "N", "N", "C", "C", "C", "C", "C", "C", "C", "C", "C", "C", "C", "C", "C", "C", "C", "C", "C", "C", "C", "C", "C", "C", "C", "C", "C", "C", "H", "H", "H", "H", "H", "H", "H", "H", "H", "H", "H", "H", "H", "H", "H", "H", "H", "H", "H", "H", "H", "H", "H", "H", "H", "H", "H", "H", "H", "H"],
  "xyz": [[0.084, -3.185, -2.521], [0.574, -2.233, 1.873], [-2.691, 1.261, 2.576], [1.447, -0.104, -0.052], [1.067, 0.751, 3.482], [3.219, -0.705, 1.202], [-1.331, -1.529, 0.870], [0.299, -2.731, -0.315], [-0.856, 1.216, 1.255], [-0.806, 1.256, -2.060], [1.421, 2.965, -3.013], [3.075, 0.386, 2.150], [-0.396, -2.705, -1.516], [-1.385, 3.053, -0.328], [0.445, 0.261, 4.567], [-4.147, -0.772, -1.377], [0.483, 3.363, -1.914], [-1.813, 0.650, 1.997], [1.162, -0.762, 5.106], [1.663, -3.227, -0.335], [-2.505, -2.016, -2.584], [2.201, 0.042, 3.314], [-0.516, 2.609, -1.475], [-0.113, -2.160, 0.873], [2.628, -2.086, -0.699], [-0.810, 2.643, 1.039], [-2.135, -1.462, -0.252], [-3.369, -0.806, -0.238], [-3.724, -1.378, -2.555], [-1.706, -2.065, -1.442], [1.332, 1.470, -3.300], [-0.131, 1.062, -3.414], [-1.732, -0.881, 2.101], [2.309, -0.905, 4.290], [2.361, -0.879, 0.182], [-0.430, 0.496, -1.373], [-0.114, 0.667, 0.837], [-2.386, 2.629, -0.422], [1.876, 1.228, -4.216], [1.172, 3.533, -3.917], [2.443, 3.238, -2.735], [3.657, -2.430, -0.602], [3.099, -1.617, 4.415], [4.076, 0.671, 2.488], [-1.887, 1.114, -2.149], [-1.405, 3.105, 1.831], [-0.217, 0.017, -3.720], [-2.131, -2.490, -3.479], [-0.483, 0.718, 4.846], [1.719, -4.015, -1.088], [2.617, 1.222, 1.615], [3.826, -1.464, 1.466], [1.888, -3.625, 0.656], [-0.625, 1.679, -4.168], [-1.471, 4.142, -0.333], [0.227, 2.978, 1.118], [2.437, -1.796, -1.734], [-4.343, -1.342, -3.437], [0.910, -1.342, 5.970], [1.785, 0.917, -2.474], [0.657, 4.339, -1.478], [-5.097, -0.261, -1.349], [-3.720, -0.312, 0.652], [-0.982, -1.138, 2.855], [-2.702, -1.259, 2.436]],
  "nbo_charge": [-0.60, -0.65, -0.65, -0.69, -0.40, -0.59, -0.42, -0.47, -0.63, -0.46, -0.43, -0.27, 0.68, -0.42, 0.07, -0.16, -0.20, 0.67, -0.31, -0.22, -0.15, 0.26, 0.02, 0.83, -0.50, -0.21, 0.21, -0.26, -0.24, -0.15, -0.39, -0.39, -0.33, -0.29, 0.72, 0.23, 0.44, 0.21, 0.20, 0.20, 0.21, 0.22, 0.22, 0.22, 0.21, 0.23, 0.21, 0.24, 0.22, 0.24, 0.25, 0.40, 0.23, 0.19, 0.21, 0.20, 0.25, 0.22, 0.23, 0.20, 0.19, 0.22, 0.24, 0.28, 0.23]
}


Ordered energy relative to the best compared isomer or geometry (same formula, charge and spin) results: 1.58; 0.00; 0.00; unit kcal/mol.